(one)
Molecular formula: C5H4N
Method: DFT, ωB97M-V/def2-TZVPD

```
10
C5H4N, DFT ωB97M-V/def2-TZVPD
H -1.880 -0.884 -1.553
C 1.025 -0.517 -0.062
N 2.155 -1.204 0.726
C 2.401 -0.018 0.423
C -0.180 -0.688 -0.580
H 3.184 0.729 0.613
H -0.883 0.765 0.808
C -1.858 0.731 0.205
H -2.482 1.539 -0.033
C -1.482 -0.455 -0.546
```

LUMO level (eV): -7.01
Net charge: +1
HOMO level (eV): -15.119
Gap between HOMO and LUMO (eV): 8.1056

These are the Mulliken partial charges, in e, on atoms 1 to 2:
1 H 0.31
2 C 0.19


(two)
Molecular formula: C5H4N
Method: DFT, ωB97M-V/def2-TZVPD

```
10
C5H4N, DFT ωB97M-V/def2-TZVPD
C 0.746 -0.484 2.123
H -1.666 -0.733 -1.183
H 2.070 0.784 -0.959
C 1.309 0.392 -0.467
H -1.100 0.765 -1.825
C 0.765 -1.411 2.995
N 0.085 0.153 -0.410
H -1.917 0.521 -0.179
C -1.164 0.149 -0.918
C 0.871 -0.137 0.823
```

LUMO level (eV): -6.78
Net charge: +1
HOMO level (eV): -15.122
Gap between HOMO and LUMO (eV): 8.3444

These are the Mulliken partial charges, in e, on atoms 1 to 2:
1 C 0.01
2 H 0.36


Relative to the most stable one, in eV, the structures come out at (one) 0.000; (two) 1.511.


(one)
Molecular formula: C3H9OS
Method: DFT, ωB97M-V/def2-TZVPD

```
14
C3H9OS, DFT ωB97M-V/def2-TZVPD
H 3.162 0.468 -1.246
H 1.621 1.505 0.308
C 1.392 0.450 0.138
H 3.095 -0.830 -0.069
H -3.482 0.880 -0.367
H -4.188 -0.447 0.549
S -1.896 -0.193 1.158
C -3.306 -0.143 -0.013
H 2.019 -0.797 -1.526
H -3.156 -0.735 -0.920
H 0.443 -0.121 1.671
C 2.480 -0.218 -0.724
O 1.380 -0.191 1.397
H 0.435 0.368 -0.356
```

LUMO level (eV): 4.03
Net charge: -1
HOMO level (eV): -2.455
Gap between HOMO and LUMO (eV): 6.4857

These are the Mulliken partial charges, in e, on atoms 1 to 2:
1 H 0.27
2 H 0.18


(two)
Molecular formula: C3H9OS
Method: DFT, ωB97M-V/def2-TZVPD

```
14
C3H9OS, DFT ωB97M-V/def2-TZVPD
H -0.532 -2.122 1.165
H -1.974 -1.512 -0.559
H 0.833 -2.328 0.138
C 1.007 2.056 0.488
C -0.015 -1.672 0.314
C -0.942 -1.505 -0.878
H -0.840 -2.306 -1.594
O -0.375 2.254 0.667
H 0.293 -0.708 0.706
H 1.469 2.103 1.451
H -0.859 1.690 0.052
H 1.219 1.101 -0.024
S -0.740 0.098 -1.786
H 1.456 2.852 -0.140
```

LUMO level (eV): 4.17
Net charge: -1
HOMO level (eV): -2.564
Gap between HOMO and LUMO (eV): 6.7302

These are the Mulliken partial charges, in e, on atoms 1 to 2:
1 H 0.33
2 H 0.18


Relative to the most stable one, in eV, the structures come out at (one) 0.096; (two) 0.000.